Molecular formula: C9H18F3KNO7PS
Method: DFT, the ωB97M-V functional and the def2-TZVPD basis

Last column: Löwdin charge in e.
Positions of all 41 atoms, in Å:
1 K -2.136 1.397 0.341  0.834
2 P -0.275 1.163 2.567  -0.089
3 O 0.935 0.756 3.477  -0.474
4 O 0.234 1.802 1.189  -0.590
5 O -1.281 2.181 3.181  -0.507
6 O -1.048 -0.083 2.043  -0.572
7 C 2.973 1.794 -1.883  -0.110
8 C 1.846 1.005 -1.231  -0.227
9 C 2.267 -0.458 -0.978  -0.128
10 N 1.357 -1.172 -0.042  -0.255
11 C -0.047 -1.047 -0.468  -0.024
12 C 1.556 -0.731 1.421  -0.151
13 C 2.799 -1.440 1.864  -0.168
14 C 2.947 -2.696 1.032  -0.168
15 C 1.779 -2.625 0.058  -0.119
16 H 2.582 2.757 -2.217  0.067
17 H 3.426 1.274 -2.730  0.060
18 H 3.765 2.084 -1.188  0.071
19 H 0.966 1.070 -1.871  0.106
20 H 1.507 1.369 -0.246  0.077
21 H 3.254 -0.455 -0.516  0.127
22 H 2.294 -1.024 -1.913  0.124
23 H -0.671 -1.537 0.276  0.101
24 H -0.195 -1.565 -1.420  0.109
25 H -0.171 0.015 -0.450  0.031
26 H 0.631 -1.070 1.904  0.098
27 H 1.469 0.352 1.570  0.067
28 H 2.843 -1.645 2.934  0.118
29 H 3.683 -0.797 1.756  0.108
30 H 2.986 -3.556 1.698  0.105
31 H 3.874 -2.665 0.451  0.098
32 H 0.906 -3.087 0.531  0.131
33 H 1.810 -3.080 -0.932  0.120
34 C -6.229 1.415 -2.163  -0.663
35 F -6.749 2.528 -2.672  0.114
36 F -6.998 0.362 -2.459  0.103
37 F -5.045 1.215 -2.774  0.088
38 S -5.992 1.525 -0.280  0.484
39 O -5.943 0.126 0.126  -0.337
40 O -4.735 2.265 -0.118  -0.411
41 O -7.173 2.275 0.132  -0.348

Properties
M, g/mol: 411.38
Net charge: -2
LUMO level, eV: 3.955
Gap between HOMO and LUMO, Ha: 0.143
HOMO energy, eV: 0.05

=====

Molecular formula: C9H18F3OP
Method: DFT, the ωB97M-V functional and the def2-TZVPD basis

Last column: Löwdin charge in e.
Positions of all 32 atoms, in Å:
1 C -1.192 2.071 0.134  -0.111
2 C -2.036 -1.257 -1.516  -0.018
3 C -3.041 -0.413 0.511  -0.088
4 C 2.302 0.741 1.676  -0.304
5 C 4.020 0.330 -0.250  -0.298
6 C -1.615 1.133 -0.932  -0.179
7 C -1.848 -0.310 -0.319  -0.527
8 C -0.789 -0.843 0.574  -0.278
9 C 1.454 -0.885 -0.432  -0.552
10 O 1.922 -1.998 0.118  0.052
11 F -0.709 -0.255 1.778  0.075
12 F -0.607 -2.216 0.783  0.032
13 F 1.136 -1.133 -1.764  -0.039
14 P 2.141 0.821 -0.216  0.983
15 H -0.283 1.866 0.473  -0.046
16 H -1.123 3.159 -0.200  0.113
17 H -1.766 1.907 1.080  0.092
18 H -1.846 -0.625 -2.511  0.132
19 H -1.219 -2.084 -1.462  0.111
20 H -2.919 -1.714 -1.550  0.022
21 H -4.021 0.019 0.049  0.126
22 H -3.341 -1.406 0.767  0.082
23 H -3.076 0.238 1.477  0.116
24 H 1.452 1.331 2.090  0.015
25 H 3.199 1.244 2.104  0.048
26 H 2.079 -0.303 2.035  0.056
27 H 4.210 0.106 -1.307  0.027
28 H 4.375 -0.273 0.570  0.032
29 H 4.719 1.133 -0.207  0.009
30 H -0.875 0.949 -1.655  0.075
31 H -2.602 1.377 -1.411  0.139
32 H 1.897 -2.709 -0.489  0.104

Properties
M, g/mol: 230.21
Net charge: 0
LUMO level (spin up / spin down), eV: 0.802 / 0.759
Gap between HOMO and LUMO (spin up / spin down), Ha: 0.307 / 0.311
HOMO energy (spin up / spin down), eV: -7.56 / -7.69
Relative energy (zero: lowest compared OMol25 entry of this formula, charge and spin), eV: 3.728

=====

Molecular formula: C9H18I2NO6
Method: DFT, the ωB97M-V functional and the def2-TZVPD basis

Last column: Löwdin charge in e.
Positions of all 36 atoms, in Å:
1 C 2.888 -3.531 -0.855  -0.210
2 C 1.662 -2.663 -0.694  -0.784
3 I 2.116 -1.074 0.782  0.620
4 C 0.401 -3.521 -0.440  -0.971
5 N -0.040 -3.928 -1.636  -0.112
6 I -1.120 -2.330 0.742  0.473
7 H 2.694 -4.354 -1.529  0.069
8 H 3.268 -3.871 0.097  0.052
9 H 3.661 -2.925 -1.311  0.053
10 H 1.508 -2.137 -1.622  0.053
11 H 0.614 -4.382 0.183  0.054
12 H -0.510 -3.120 -2.047  -0.019
13 C -3.963 -0.061 -0.319  -0.063
14 O -5.352 -0.102 -0.694  0.001
15 C -5.572 -0.292 -1.988  -0.625
16 O -4.741 -0.418 -2.847  0.127
17 O -6.901 -0.315 -2.184  -0.008
18 C -7.280 -0.515 -3.543  -0.057
19 H -3.926 0.102 0.753  0.086
20 H -3.469 -1.002 -0.547  0.006
21 H -3.457 0.763 -0.818  0.097
22 H -6.914 -1.473 -3.908  0.096
23 H -6.907 0.293 -4.171  0.094
24 H -8.366 -0.515 -3.568  0.087
25 C 3.350 5.626 2.669  -0.052
26 O 3.102 4.245 2.424  0.005
27 C 4.142 3.446 2.680  -0.623
28 O 5.219 3.808 3.086  0.112
29 O 3.781 2.199 2.412  -0.003
30 C 4.800 1.221 2.640  -0.051
31 H 2.434 6.156 2.423  0.091
32 H 3.589 5.795 3.718  0.094
33 H 4.156 5.992 2.036  0.095
34 H 5.095 1.216 3.688  0.096
35 H 5.663 1.412 2.006  0.098
36 H 4.376 0.255 2.382  0.019

Properties
M, g/mol: 490.05
Net charge: -1
LUMO level, eV: 2.520
Gap between HOMO and LUMO, Ha: 0.213
HOMO energy, eV: -3.28

=====

Molecular formula: C9H18LiNOPS3
Method: DFT, the ωB97M-V functional and the def2-TZVPD basis

Last column: Löwdin charge in e.
Positions of all 34 atoms, in Å:
1 C 4.730 -1.812 0.377  -0.353
2 P 4.087 -0.270 -0.472  0.549
3 S 5.836 0.738 -1.207  0.337
4 C 3.445 0.862 0.875  -0.439
5 C 2.288 1.772 0.392  -0.321
6 C 0.942 1.018 0.213  -0.493
7 S -0.196 1.300 1.650  0.843
8 C -1.877 1.289 0.898  -1.044
9 S -2.498 2.693 0.314  0.752
10 N -2.516 0.019 0.899  -0.189
11 C -3.971 0.095 1.006  -0.171
12 C -4.744 0.140 -0.348  -0.162
13 O -4.001 -0.355 -1.470  -0.131
14 C -3.225 -1.425 -1.030  -0.215
15 C -2.050 -0.838 -0.189  -0.156
16 H 4.380 -2.726 -0.123  0.019
17 H 4.409 -1.863 1.431  0.030
18 H 5.829 -1.863 0.385  0.025
19 H 6.013 0.193 -2.453  -0.182
20 H 4.276 1.535 1.159  0.071
21 H 3.212 0.288 1.784  0.083
22 H 2.162 2.554 1.153  0.098
23 H 2.566 2.188 -0.583  0.101
24 H 1.089 -0.050 0.002  0.049
25 H 0.448 1.445 -0.678  0.069
26 H -4.260 0.994 1.565  0.112
27 H -4.359 -0.746 1.603  0.128
28 H -5.144 1.121 -0.615  0.119
29 H -5.625 -0.524 -0.231  0.130
30 H -2.742 -1.909 -1.905  0.050
31 H -3.771 -2.168 -0.431  0.148
32 H -1.457 -0.225 -0.901  0.110
33 H -1.356 -1.611 0.187  0.134
34 Li -1.920 -1.861 -3.257  0.897

Properties
M, g/mol: 290.36
Net charge: +1
LUMO level, eV: -5.161
Gap between HOMO and LUMO, Ha: 0.191
HOMO energy, eV: -10.35

=====

Molecular formula: C9H18N
Method: DFT, the ωB97M-V functional and the def2-TZVPD basis

Last column: Löwdin charge in e.
Positions of all 28 atoms, in Å:
1 C 0.211 -1.508 0.839  0.016
2 C 0.218 -0.460 -0.190  -0.087
3 C -0.826 0.440 -1.080  -0.255
4 C -0.386 1.023 -2.440  -0.355
5 C -1.158 1.508 -0.048  -0.099
6 C -0.938 0.614 -3.697  -0.061
7 C 0.562 1.950 -2.303  0.070
8 C 0.489 -2.590 2.977  0.022
9 C 1.157 -0.254 2.718  -0.011
10 N 0.605 -1.400 2.072  -0.128
11 H 0.856 0.305 0.168  0.074
12 H 0.908 -0.937 -0.936  0.155
13 H -1.726 -0.142 -1.259  0.131
14 H -0.326 2.241 0.138  0.086
15 H -1.498 1.279 1.015  0.108
16 H -1.941 2.136 -0.384  0.070
17 H -0.560 1.438 -4.381  0.110
18 H -2.047 0.649 -3.787  0.108
19 H -0.579 -0.310 -4.073  0.076
20 H -0.173 -2.510 0.515  0.175
21 H 0.897 2.589 -3.173  0.101
22 H 0.882 2.366 -1.371  0.051
23 H 1.049 -3.439 2.550  0.118
24 H -0.525 -2.842 3.249  0.102
25 H 0.896 -2.309 3.973  0.110
26 H 1.924 -0.614 3.256  0.058
27 H 0.453 0.200 3.470  0.147
28 H 1.574 0.578 2.181  0.107

Properties
M, g/mol: 140.25
Net charge: +1
LUMO level, eV: -4.237
Gap between HOMO and LUMO, Ha: 0.308
HOMO energy, eV: -12.63
SMILES: C=C(C)[C@H](C)CC=[N+](C)C
Relative energy (zero: lowest compared OMol25 entry of this formula, charge and spin), eV: 1.950

=====

Molecular formula: C9H18N13Pt
Method: DFT, the ωB97M-V functional and the def2-TZVPD basis

Last column: Löwdin charge in e.
Positions of all 41 atoms, in Å:
1 Pt 0.274 0.632 -0.654  1.236
2 N 2.772 1.141 -2.886  0.145
3 C 3.068 1.331 -1.543  -0.486
4 N 4.294 1.430 -1.048  0.054
5 N 4.094 1.714 0.271  -0.051
6 N 2.804 1.685 0.582  -0.076
7 N 2.175 1.494 -0.581  -0.194
8 C 1.692 0.300 -3.282  -0.422
9 N 1.653 -0.253 -4.495  0.039
10 N 0.468 -0.951 -4.533  -0.042
11 N -0.196 -0.757 -3.353  -0.096
12 N 0.604 -0.024 -2.513  -0.237
13 H 3.560 1.137 -3.521  0.145
14 N -1.129 -3.846 -0.453  0.061
15 C 0.047 -3.622 0.433  -0.117
16 C 0.560 -2.286 0.118  -0.222
17 N -0.470 -1.260 0.042  -0.208
18 C -1.767 -1.583 -0.733  -0.156
19 C -2.223 -2.904 -0.213  -0.133
20 H -1.412 -4.827 -0.368  0.196
21 H -0.796 -3.751 -1.441  0.208
22 H 0.803 -4.405 0.215  0.159
23 H -0.177 -3.752 1.515  0.159
24 H 1.172 -2.302 -0.796  0.137
25 H 1.215 -2.009 0.924  0.137
26 H -0.784 -1.040 1.024  0.134
27 H -1.538 -1.681 -1.808  0.087
28 H -2.466 -0.768 -0.566  0.126
29 H -3.182 -3.189 -0.728  0.167
30 H -2.442 -2.931 0.840  0.135
31 C -2.488 3.456 2.387  -0.001
32 N -1.016 3.326 2.441  -0.179
33 C -0.215 3.861 3.559  -0.026
34 C -0.404 2.443 1.712  -0.194
35 N -0.092 1.604 0.919  -0.090
36 H -2.935 2.688 2.957  0.075
37 H -2.788 3.423 1.325  0.104
38 H -2.812 4.474 2.707  0.113
39 H 0.858 3.713 3.303  0.105
40 H -0.344 3.337 4.545  0.104
41 H -0.438 4.951 3.696  0.108

Properties
M, g/mol: 503.41
Expectation value of S²: 2.01
Net charge: +1
LUMO level (spin up / spin down), eV: -3.506 / -4.740
2S+1: 3
Gap between HOMO and LUMO (spin up / spin down), Ha: 0.238 / 0.215
HOMO energy (spin up / spin down), eV: -9.97 / -10.60